# 1
Computed, not measured: 2 unconnected molecules or ions with the total composition C5H7N at a distorted geometry, with the ωB97M-V functional and the def2-TZVPD basis.

```
13
Properties=species:S:1:pos:R:3:forces:R:3:lowdin_charge:R:1
N 2.697 0.479 1.282 -0.64 -0.65 -0.66 0.146
C 2.056 -0.212 0.608 0.56 0.55 0.59 -0.248
C 1.268 -1.058 -0.245 -0.14 -0.23 0.05 -0.186
C 0.094 -1.552 0.141 0.30 -0.08 -0.03 0.013
C -1.673 0.865 0.089 0.05 0.25 -0.08 -0.105
C -0.658 1.515 -0.467 -0.22 0.00 0.09 -0.087
H 1.660 -1.223 -1.244 -0.01 -0.05 0.14 0.104
H -0.503 -2.162 -0.529 0.12 0.08 0.06 0.075
H -0.321 -1.341 1.122 0.16 -0.08 -0.13 0.074
H -2.466 0.416 -0.504 0.08 0.13 0.05 0.054
H -1.736 0.726 1.166 0.00 0.09 -0.15 0.054
H 0.158 1.919 0.128 -0.19 -0.01 -0.07 0.050
H -0.576 1.630 -1.546 -0.06 0.00 0.15 0.057
```
Forces are in eV/Å.

Output
Relative energy (zero: lowest compared OMol25 entry of this formula, charge and spin) in kJ/mol: 208.5
HOMO energy in eV: -9.80
SMILES string: C=CC#N.C=C
Total charge: 0
DFT total energy in eV: -6786.3517
E_LUMO in eV: 0.3

# 2
Computed, not measured: 2 unconnected molecules or ions with the total composition C5H7N at a distorted geometry, with the ωB97M-V functional and the def2-TZVPD basis.

```
13
Properties=species:S:1:pos:R:3:forces:R:3:lowdin_charge:R:1
C -2.056 0.209 2.741 0.57 -1.37 0.24 -0.099
C 0.272 0.836 0.293 -1.03 1.01 0.36 -0.223
C 0.424 0.361 -1.075 0.98 -1.93 -1.59 -0.382
C -0.927 0.224 -0.473 1.21 0.57 0.24 0.153
C 1.116 -1.073 -1.625 0.04 2.76 4.14 0.008
N -1.715 -0.812 3.142 -0.26 0.60 0.00 0.059
H -2.305 1.110 2.267 -0.30 0.71 -0.25 0.036
H 0.706 0.255 1.065 0.04 -0.45 1.06 0.072
H 0.142 1.945 0.561 0.42 -1.64 -0.71 0.128
H 0.648 1.104 -1.804 -0.43 0.49 -0.73 0.110
H 0.334 -1.663 -1.889 -2.36 -1.71 -1.23 0.016
H 1.593 -1.618 -0.785 0.10 0.59 -0.48 0.082
H 1.768 -0.878 -2.417 1.02 0.36 -1.05 0.041
```
Forces are in eV/Å.

Output
Relative energy (zero: lowest compared OMol25 entry of this formula, charge and spin) in kJ/mol: 589.9
HOMO energy in eV: -9.33
Total charge: 0
DFT total energy in eV: -6782.3984
E_LUMO in eV: -0.6

# 3
Computed, not measured: C5H7N in the gas phase at a distorted geometry, with the ωB97M-V functional and the def2-TZVPD basis.

```
13
Properties=species:S:1:pos:R:3:forces:R:3:lowdin_charge:R:1
C -0.061 1.367 -0.166 0.20 0.35 0.16 -0.191
C 0.183 0.287 -1.193 -0.24 0.09 0.02 -0.112
C -0.022 -0.929 -0.784 -0.52 0.47 -0.02 -0.162
C -0.009 -2.129 -0.286 -0.46 0.11 -1.41 0.009
N 0.407 0.272 2.017 -0.12 0.28 -0.31 0.099
C -0.412 0.751 1.177 0.15 -0.01 0.23 -0.280
H -0.929 1.930 -0.536 0.22 0.08 0.15 0.110
H 0.779 2.055 -0.071 0.06 0.09 0.09 0.105
H 0.352 0.516 -2.240 -0.62 0.14 0.03 0.108
H 0.737 -2.481 -0.996 1.07 -1.58 1.20 0.081
H -0.910 -2.653 0.006 0.15 -0.22 -0.23 0.064
H 1.364 0.365 1.660 -0.04 0.05 0.13 0.059
H -1.478 0.649 1.413 0.16 0.15 -0.05 0.110
```
Forces are in eV/Å.

Output
Relative energy (zero: lowest compared OMol25 entry of this formula, charge and spin) in kJ/mol: 355.6
HOMO energy in eV: -8.66
SMILES string: [H]/N=C\CC=C=C
Total charge: 0
DFT total energy in eV: -6784.8268
E_LUMO in eV: 0.8